1.
Density functional theory data (the ωB97M-V functional and the def2-TZVPD basis) for C21H28N3O2Tc as an isolated structure.

XYZ file:
```
55
Properties=species:S:1:pos:R:3
C 0.481 -0.569 -3.775
H -2.368 -2.626 2.139
N 2.394 -3.315 4.667
H -0.124 -1.738 -5.498
H -4.001 2.609 -0.794
H -2.789 3.899 -0.936
C 1.709 -2.481 -4.593
H 1.375 -3.321 -2.589
C 0.794 -1.346 -5.051
H -0.152 2.263 -0.632
C 1.097 2.046 1.786
H -2.416 -0.229 0.919
C -2.394 2.531 -3.171
H -0.368 0.176 4.788
C -2.148 2.018 -1.760
N 1.885 -4.071 6.987
H -1.413 1.540 2.679
C -1.895 -0.477 1.842
H 2.253 0.471 4.535
C -0.628 1.786 -1.494
H 0.355 2.285 3.883
C -1.851 -1.733 2.491
C -1.116 -1.629 3.690
H -0.885 -0.074 -0.285
H 0.938 0.441 -3.758
C -2.916 2.832 -0.717
H -0.003 1.909 -2.376
H -2.551 2.646 0.311
H 3.720 0.001 2.266
H -1.046 -2.410 4.457
H -2.040 3.561 -3.253
N 1.569 -1.765 2.974
C -1.215 0.484 2.701
C 2.062 0.869 3.541
O -2.491 0.597 -1.616
H -1.865 1.901 -3.907
C 1.769 -2.405 -3.049
H -0.712 -0.418 -1.985
C -1.077 0.330 -1.291
C 2.068 -3.663 5.898
C 1.889 -2.468 3.878
C 2.206 1.314 1.265
H 2.548 1.339 0.230
H 1.320 -3.436 -4.930
Tc 0.752 -0.092 2.204
H -3.475 2.517 -3.384
C 1.027 1.803 3.197
C 2.829 0.610 2.350
H 2.693 -2.336 -5.028
H 1.260 -0.691 -5.781
O 0.953 -1.303 -2.590
H 2.818 -2.256 -2.732
C -0.687 -0.257 3.844
H -0.626 -0.420 -3.770
H 0.491 2.750 1.223
```

The value obtained for the calculated total energy is -1212.06804 hartree. For the max |F|, the calculation gives 2.769 eV/Å. The gap between HOMO and LUMO (spin up / spin down) comes out at 7.141 / 5.835 eV. Its total charge is +1. Its expectation value of S² is 3.79. As for the spin multiplicity: 4.

***

2.
Density functional theory data (the ωB97M-V functional and the def2-TZVPD basis) for an isolated ion of composition C21H28N3O9 and charge -1.

XYZ file:
```
61
Properties=species:S:1:pos:R:3
H 3.603 0.964 3.840
C 4.568 -1.765 6.069
O -4.479 -6.134 7.862
H 5.081 -2.456 5.389
H -6.059 -0.933 3.700
C 0.320 -2.340 3.754
C -2.729 -3.203 6.807
C -4.377 1.244 3.370
H 5.142 1.066 2.929
H -3.420 -0.058 1.202
N -4.049 -4.957 7.882
H 2.975 -3.091 6.651
O -4.315 -4.154 8.807
H -5.152 -0.468 1.413
C -1.929 -2.796 5.755
H -4.766 -2.108 4.014
C 3.501 0.293 1.822
H -1.856 -5.664 3.896
O 2.460 -2.031 4.908
C 4.253 0.456 3.116
H -4.316 1.592 4.408
C -4.056 -0.235 3.254
H 5.187 0.095 0.504
C -4.132 -0.644 1.796
C -2.114 -4.998 4.721
N -0.482 -1.183 3.758
H 1.025 -2.837 3.086
H 4.558 -0.519 3.517
O 0.666 -2.529 6.115
C 3.109 -2.091 6.220
O 1.290 0.809 3.528
C -1.581 -3.695 4.732
H -5.011 -0.739 5.120
H 2.352 2.068 2.094
H 3.838 2.269 1.112
C -5.035 -1.047 4.070
C -3.223 -4.521 6.811
O -1.505 0.045 2.096
C 1.144 -2.298 5.041
H 4.570 -1.453 1.136
C 2.985 1.617 1.321
O 2.385 -0.619 2.042
H -3.722 1.853 2.736
O -2.738 -0.590 3.898
N 0.452 -1.206 2.651
O -1.165 -3.515 2.384
H -5.411 1.433 3.035
C 4.290 -0.461 0.768
C 1.383 -0.189 2.843
H 5.058 -1.852 7.047
C -2.912 -5.418 5.767
H 2.605 -1.359 6.857
H 3.675 -0.605 -0.127
H -2.966 -2.513 7.614
C -0.836 -3.264 3.542
C -1.636 -0.598 3.132
H -3.311 -6.426 5.792
H -1.574 -1.771 5.751
H 4.714 -0.734 5.729
H 2.401 1.477 0.403
H -3.916 -1.717 1.689
```

The value obtained for the calculated total energy is -1658.21381 hartree. For the max |F|, the calculation gives 8.364 eV/Å. The gap between HOMO and LUMO comes out at 4.613 eV. Its total charge is -1.

***

3.
Density functional theory data (the ωB97M-V functional and the def2-TZVPD basis) for one molecule with the formula C21H28N4O6S.

XYZ file:
```
60
Properties=species:S:1:pos:R:3
N -3.069 -1.616 0.784
C -2.242 1.375 -1.157
C -5.732 0.356 0.742
C 4.603 -1.132 0.823
H 6.095 2.129 -0.975
C 1.597 -2.730 -0.710
H 1.680 2.086 -1.782
O -3.126 -2.989 -0.931
C 4.621 0.152 0.231
C 2.687 2.090 -2.211
H 0.218 -1.282 -1.160
C 2.619 -1.699 -0.414
O 3.661 1.737 -1.261
O 1.774 -3.917 -0.518
C -3.565 2.121 -1.005
C -1.184 1.965 -0.231
H 6.823 2.532 0.600
H 1.890 -0.193 -1.745
N 0.430 -2.263 -1.252
H -3.751 0.148 1.151
H -3.434 3.156 -1.324
H 2.716 1.433 -3.087
C 3.615 -2.041 0.495
O 5.649 0.926 0.660
C -5.922 -1.086 1.233
H -2.817 3.709 1.167
H -0.997 3.005 -0.510
C -4.061 2.124 0.448
H -0.367 -4.140 -1.083
C 5.916 2.191 0.100
H -1.771 0.854 1.507
C -3.839 -2.288 -0.023
C -1.656 1.900 1.217
C 2.632 -0.443 -1.006
C 3.619 0.485 -0.695
H 5.786 -3.433 1.596
C -1.845 -2.669 -0.605
C -2.975 2.652 1.388
O 5.612 -1.366 1.701
H 3.585 -3.029 0.923
N -1.797 -1.860 0.398
H 4.777 -2.815 2.933
H -1.007 -3.213 -2.463
H -0.903 2.341 1.873
H -2.383 0.321 -0.913
H 5.107 2.900 0.291
H -4.954 2.756 0.509
C 5.668 -2.627 2.326
H -6.974 -1.243 1.467
O -6.660 1.006 0.312
H -0.246 1.413 -0.331
C -0.698 -3.145 -1.413
H -5.292 -1.316 2.090
H -4.331 1.669 -1.638
H 2.940 3.104 -2.517
H -3.321 2.572 2.420
S -5.556 -2.314 -0.070
H 6.544 -2.593 2.971
N -4.476 0.802 0.874
H -1.911 1.434 -2.197
```

The value obtained for the calculated total energy is -1885.66591 hartree. For the max |F|, the calculation gives 1.525 eV/Å. The gap between HOMO and LUMO comes out at 8.635 eV. Its SMILES is COc1cc(C(=O)NCc2nnc(SCC(=O)NC3CCCCC3)o2)cc(OC)c1OC.

***

4.
Density functional theory data (the ωB97M-V functional and the def2-TZVPD basis) for C21H28N5OPtS4 as an isolated structure.

XYZ file:
```
60
Properties=species:S:1:pos:R:3
H 1.687 2.489 1.017
H 3.368 3.023 0.980
H 2.577 0.162 0.616
H -1.099 3.914 2.885
H -3.827 1.312 -0.137
H -2.124 -6.180 -0.069
C 1.514 1.685 -1.627
C -2.753 1.446 -0.269
N 3.275 -2.634 -0.221
Pt -0.269 -1.362 0.382
H -2.417 -0.834 -2.843
H 0.453 3.476 4.621
H -2.266 -1.150 -1.111
C -0.866 1.291 -2.008
C -2.736 -2.946 1.102
S -3.565 -4.444 0.907
C 2.276 -3.507 -0.342
H 1.664 3.772 3.360
H 3.516 2.243 -1.377
S 1.316 1.418 3.732
H 4.233 0.728 0.330
N -1.484 -2.985 0.681
N -0.833 1.880 2.461
C 0.279 1.134 -1.189
H 0.604 2.721 -4.733
H -2.515 2.502 -0.122
H 3.387 -0.150 -0.958
O 0.178 0.597 0.057
C -1.144 -4.247 0.203
H -1.627 1.697 1.860
C 0.888 -5.495 -0.616
C 3.262 0.559 -0.142
C 1.608 2.228 -2.900
C -0.704 1.856 -3.275
N -3.335 -1.860 1.619
S 2.566 -5.150 -0.815
N 1.012 -3.235 -0.102
H -3.800 -0.606 -1.750
H -2.232 0.842 0.481
C 2.473 2.873 0.370
C 0.238 -4.386 -0.220
C -2.316 0.964 -1.654
H -1.579 1.967 -3.905
H 0.078 3.554 1.614
H -2.889 1.540 -2.384
C 0.515 2.293 -3.743
H 4.227 -2.895 -0.397
C -0.303 3.235 2.582
H 0.498 -6.488 -0.758
H -4.227 -1.962 2.071
H 2.166 3.835 -0.043
C 2.727 1.847 -0.732
C -0.100 0.890 2.903
C -2.719 -0.492 -1.853
H -2.716 -1.132 1.956
C 0.805 3.167 3.640
C -2.138 -5.151 0.245
H 3.069 -1.699 0.082
H 2.560 2.630 -3.227
S -0.436 -0.775 2.766
```

The value obtained for the calculated total energy is -2877.93213 hartree. For the max |F|, the calculation gives 1.008 eV/Å. The gap between HOMO and LUMO (spin up / spin down) comes out at 6.563 / 6.576 eV. Its total charge is +1.

***

5.
Density functional theory data (the ωB97M-V functional and the def2-TZVPD basis) for C21H28NPTc as an isolated structure.

XYZ file:
```
52
Properties=species:S:1:pos:R:3
H -3.021 -1.054 6.259
N 1.344 -2.135 -1.520
H -2.742 -0.560 3.811
C 1.672 -1.466 -2.753
H -0.174 -3.481 -2.065
H 3.121 2.227 -1.885
H 1.747 1.892 -2.988
H 1.756 5.224 -0.650
H 2.369 3.563 -2.842
H -2.604 -1.424 -3.309
H 0.785 -1.056 -3.300
H -1.220 -2.336 7.448
H -0.291 3.824 -2.752
C 2.365 -2.245 -0.497
H -0.062 1.942 1.400
H -3.173 0.615 -4.565
H 2.424 -0.641 -2.626
C -1.982 -1.135 4.380
C -0.698 -1.053 2.369
C 0.064 -2.541 5.721
C 0.204 -2.254 4.363
Tc 0.310 1.046 0.199
C -0.516 3.253 -1.834
H 2.993 -3.140 -0.754
H 2.154 -2.230 -3.430
C 0.045 -2.679 -1.278
H 1.938 -2.412 0.540
C 2.187 2.625 -2.290
H 0.945 1.977 1.280
C 1.594 4.350 0.000
H -1.534 -1.614 -0.114
C -2.133 -1.410 5.730
C -0.540 -0.180 1.457
C -1.108 -2.125 6.385
C -2.012 1.883 -3.267
C -1.383 -0.477 -1.883
H -2.255 2.800 -3.784
C -2.528 0.675 -3.713
C -0.818 -1.532 3.694
C -1.279 -1.787 -1.169
H -2.061 -2.423 -1.654
H 0.864 4.577 0.787
P 1.045 2.875 -0.876
H -1.171 3.869 -1.209
C -1.139 1.938 -2.203
C -0.913 0.769 -1.452
H 1.111 -2.541 3.800
H 0.865 -3.062 6.256
H 0.077 -3.164 -0.257
H 2.540 4.062 0.476
H 3.032 -1.350 -0.424
C -2.194 -0.481 -3.013
```

The value obtained for the calculated total energy is -1293.04734 hartree. For the max |F|, the calculation gives 7.276 eV/Å. The gap between HOMO and LUMO (spin up / spin down) comes out at 5.845 / 5.082 eV. Its total charge is +2. Its expectation value of S² is 3.95. As for the spin multiplicity: 4.

***

6.
Density functional theory data (the ωB97M-V functional and the def2-TZVPD basis) for C21H29CdCl2O4 as an isolated structure.

XYZ file:
```
57
Properties=species:S:1:pos:R:3
C 2.928 4.061 -2.386
C 3.622 5.374 -2.713
H -2.298 -0.948 -1.826
H -1.897 -4.512 2.808
H -0.018 1.289 0.629
O -0.060 -0.657 -0.158
C 0.708 -2.620 2.021
H 0.714 -2.573 -1.951
C -1.030 -4.045 2.373
C 0.640 -3.501 0.913
H 3.619 3.224 -2.279
H 1.302 -3.524 0.066
H -0.556 -2.449 3.828
H 3.144 7.347 -1.872
H 1.821 6.567 -2.740
H 2.601 -1.748 -0.393
C -0.313 -2.973 2.923
C -3.644 -2.498 0.779
H 2.925 5.853 0.003
C -0.433 -4.379 1.135
Cd -1.315 -2.179 0.878
H 2.424 -0.147 0.322
Cl -2.187 -0.565 5.874
H 4.599 5.419 -2.232
C 2.234 5.659 -0.825
Cl -3.262 -2.548 4.113
C 2.674 6.388 -2.084
H -0.747 -5.163 0.468
C 0.736 -1.554 -2.330
O 2.251 4.261 -1.140
H -0.207 -1.359 -2.832
C -0.338 0.771 -0.269
H -3.067 -4.595 0.360
C 0.984 -0.573 -1.217
H 1.380 -1.789 2.138
H -1.396 0.954 -0.424
O -1.783 -0.529 2.136
H -4.067 -0.383 4.437
H 1.377 1.612 -1.409
H 3.765 5.519 -3.782
C -2.331 -0.035 3.241
H 3.106 -0.323 -1.295
C -3.413 -1.314 0.043
H -1.850 -3.588 -1.807
C -2.408 -3.031 -1.074
C 0.574 0.884 -1.482
H 1.230 5.932 -0.498
C -2.664 -1.646 -1.093
H 0.047 1.020 -2.422
C -3.045 -3.560 0.072
H 2.196 3.801 -3.159
H 1.536 -1.483 -3.066
H -3.705 -0.326 0.346
C 2.357 -0.711 -0.606
C -3.046 -0.805 4.331
H -4.175 -2.566 1.712
O -2.241 1.265 3.414
```

The value obtained for the calculated total energy is -2206.57086 hartree. For the max |F|, the calculation gives 7.076 eV/Å. The gap between HOMO and LUMO comes out at 5.969 eV. Its total charge is -1.